[1]
A molecular structure, C25H39N3O6P2SSe4Sn, computed with wB97M-V/def2-TZVPD.

The charge is +2. The calculation puts the gap between HOMO and LUMO (alpha / beta) at 5.38 / 5.38 eV.

```
81
Properties=species:S:1:pos:R:3:forces:R:3
Sn 0.1136 -0.1339 -0.4553 -0.29 0.01 -0.29
C -4.5590 1.7595 -3.6905 0.03 0.03 -0.05
C -3.4443 2.1319 -2.7459 0.08 -0.06 0.05
C -2.9786 3.5622 -2.8762 0.00 -0.01 -0.05
O -3.9851 1.9591 -1.3858 -0.02 -0.01 -0.04
P -3.2347 1.3168 -0.1924 0.05 -0.06 0.02
O -1.7464 1.2134 -0.3865 0.10 0.10 0.15
C -3.9680 -0.3110 0.0766 -0.03 -0.03 0.00
P -3.0621 -1.6539 -0.7011 -0.15 0.12 0.03
O -1.6770 -1.7530 -0.1689 0.26 -0.06 -0.02
O -3.8193 -2.9970 -0.4745 0.05 -0.03 0.14
C -5.2723 -3.1962 -0.3418 -0.01 0.00 0.01
C -5.9520 -2.9780 -1.6741 -0.03 -0.02 -0.02
C -5.4451 -4.5945 0.2027 -0.03 0.03 -0.02
O -3.1647 -1.2592 -2.2225 0.00 0.02 0.00
C -2.7634 -2.1852 -3.2990 0.03 -0.05 0.06
C -1.2839 -2.0067 -3.5704 0.07 -0.04 -0.02
C -3.6314 -1.8711 -4.4931 0.05 0.04 0.00
O -3.6715 2.2204 0.9955 -0.04 0.01 -0.01
C -3.2841 1.9460 2.3917 0.03 -0.01 0.00
C -4.5591 1.8563 3.1955 0.03 0.02 0.02
C -2.3585 3.0585 2.8250 0.00 -0.02 0.02
H -4.2149 1.8601 -4.7193 0.01 0.00 -0.04
H -5.4127 2.4203 -3.5502 -0.03 0.03 0.01
H -4.8772 0.7315 -3.5309 0.00 -0.04 0.01
H -2.6028 1.4394 -2.8452 -0.06 0.04 -0.01
H -3.8125 4.2493 -2.7407 -0.03 0.01 0.01
H -2.5566 3.7232 -3.8675 0.00 0.00 -0.03
H -2.2123 3.7941 -2.1378 0.04 0.00 0.04
H -4.9908 -0.2701 -0.3014 -0.05 0.02 0.06
H -3.9973 -0.5133 1.1501 0.02 -0.03 0.01
H -5.6227 -2.4647 0.3924 0.01 -0.04 -0.02
H -5.5641 -3.6756 -2.4181 0.00 -0.01 0.01
H -5.8194 -1.9611 -2.0455 0.01 0.02 0.02
H -7.0211 -3.1576 -1.5660 -0.01 -0.01 0.00
H -5.0676 -5.3279 -0.5090 0.01 -0.01 -0.02
H -6.5033 -4.7918 0.3717 -0.01 0.00 0.00
H -4.9156 -4.7152 1.1452 0.01 0.01 0.02
H -2.9668 -3.1966 -2.9358 -0.01 0.05 -0.06
H -1.0450 -0.9440 -3.6623 -0.03 -0.03 -0.03
H -1.0218 -2.4918 -4.5116 0.00 -0.03 0.04
H -0.6716 -2.4421 -2.7776 -0.06 0.06 -0.03
H -3.3765 -0.8963 -4.9088 0.00 0.04 0.00
H -4.6864 -1.8754 -4.2292 -0.04 -0.02 0.02
H -3.4701 -2.6215 -5.2651 0.02 -0.02 -0.03
H -2.7461 0.9917 2.4149 -0.01 0.03 -0.02
H -5.1015 2.7996 3.1524 -0.01 0.03 -0.01
H -4.3233 1.6405 4.2368 0.01 0.00 0.03
H -5.2114 1.0680 2.8226 -0.02 -0.04 -0.02
H -2.8828 4.0129 2.8117 -0.02 0.03 -0.01
H -1.4902 3.1206 2.1686 0.02 -0.02 -0.01
H -2.0037 2.8704 3.8382 -0.01 -0.01 0.01
N 4.7715 1.2471 -0.0701 0.01 -0.02 -0.03
C 5.5646 0.1185 0.2201 -0.01 0.04 0.01
C 6.8165 0.2864 0.7917 -0.01 -0.06 -0.02
C 7.5966 -0.8212 1.0830 -0.03 0.01 -0.01
C 7.1342 -2.1044 0.8207 -0.04 0.02 -0.02
C 5.8830 -2.2806 0.2557 0.02 0.00 0.03
C 5.1080 -1.1687 -0.0499 0.04 -0.10 0.15
S 3.5723 -1.3537 -0.8731 -0.22 0.11 0.16
N 2.8043 0.0927 -0.5656 0.08 -0.01 -0.09
C 3.4432 1.1802 -0.2924 0.02 0.07 0.08
C 2.6288 2.4344 -0.1945 0.07 -0.04 0.07
C 3.2050 3.6655 0.0672 -0.06 0.00 -0.01
C 2.3885 4.7866 0.1593 0.03 -0.04 0.00
C 1.0291 4.6287 -0.0041 0.01 -0.03 0.01
C 0.5355 3.3544 -0.2558 -0.05 0.05 -0.08
N 1.3075 2.2813 -0.3579 0.08 -0.03 0.03
H 5.1920 2.1436 0.1105 -0.03 -0.05 0.02
H 7.1818 1.2822 1.0078 0.00 0.03 0.01
H 8.5732 -0.6787 1.5220 0.03 0.00 0.01
H 7.7488 -2.9620 1.0487 0.02 -0.04 0.01
H 5.5149 -3.2744 0.0374 -0.02 -0.04 -0.01
H 4.2689 3.7889 0.2034 0.03 0.02 0.00
H 2.8181 5.7574 0.3609 0.01 0.02 0.00
H 0.3521 5.4666 0.0634 -0.03 0.04 0.00
H -0.5246 3.1810 -0.3829 -0.03 0.01 0.01
Se 0.1349 0.3206 2.2063 -0.31 -0.01 -0.16
Se 1.4618 -0.8887 3.6354 0.24 0.33 0.22
Se 2.1661 -2.8473 2.6456 0.16 -0.32 0.13
Se 1.8672 -2.7301 0.4830 0.09 -0.01 -0.42
```
Positions in Å, forces in eV/Å.

---

[2]
7 unconnected molecules or ions with the total composition C25H39N6O11 in a non-equilibrium geometry, computed with wB97M-V/def2-TZVPD.

The charge is -1. The calculation puts the gap between HOMO and LUMO at 6.66 eV.

```
81
Properties=species:S:1:pos:R:3:forces:R:3
C 0.6951 0.5927 -0.9420 -3.24 2.92 1.04
O -0.5269 0.7697 -0.6130 -0.58 0.12 0.64
O 0.8441 -0.5773 -1.5160 2.57 -2.39 -1.37
O 1.5651 1.4557 -0.8060 1.49 -0.87 -0.14
H -0.0339 -0.9683 -1.5590 0.05 0.16 0.07
C 2.3411 0.6247 2.3650 -0.38 0.81 -0.14
C 1.0291 1.2317 2.4940 2.32 -2.63 6.85
C 0.3711 1.2827 4.0710 2.28 0.23 -1.89
C 1.3061 0.9457 5.2450 1.41 -1.67 -6.35
C 2.7021 0.2047 4.9280 -1.87 1.00 -2.82
C 3.1651 0.0877 3.4210 -6.33 3.00 4.87
N 0.7961 1.1277 6.5680 -1.74 0.26 0.92
O -0.1879 1.8867 6.6800 1.46 -0.89 -0.04
O 1.2671 0.4937 7.5040 0.18 0.42 -0.65
H 2.8261 0.6037 1.2870 -1.39 0.03 2.20
H 0.5911 1.3777 1.5660 -1.78 0.91 -1.33
H -0.7879 1.6707 4.1900 3.53 -1.03 -0.07
H 3.2751 -0.2773 5.7970 -0.90 1.09 -1.52
H 4.0561 -0.2583 3.1100 3.07 -1.53 -0.25
C -1.3019 -3.4653 -2.0150 0.53 -0.17 -4.95
C -0.7039 -4.2703 -3.1450 -0.29 5.28 -0.45
C -0.3119 -3.6833 -4.4640 -3.38 0.42 2.86
C -0.7669 -2.3633 -4.7740 -0.96 2.18 5.25
C -1.3889 -1.4663 -3.7040 1.10 -7.08 1.78
C -1.7189 -2.1163 -2.3230 2.33 -0.33 -3.38
N -0.5089 -1.7213 -6.0290 -0.15 2.88 -2.54
O -0.4539 -0.3963 -6.1130 -0.16 -5.44 0.46
O -0.4429 -2.4843 -7.0100 0.23 1.71 1.50
H -1.4529 -4.1243 -1.1560 -0.19 1.07 0.31
H -0.4779 -5.2253 -2.8060 0.64 -1.82 -0.28
H -0.0749 -4.2703 -5.3140 0.86 -0.70 -0.33
H -1.6369 -0.4783 -3.8670 -0.37 1.83 -0.46
H -2.0459 -1.4353 -1.5550 -0.43 0.08 0.04
C -1.5709 5.9227 0.4020 2.82 -6.57 -1.40
O -1.8169 7.0347 0.6180 -1.24 4.31 0.62
N -1.2319 5.4057 -0.8890 -1.95 0.91 0.97
C -1.0339 4.0217 -1.2050 2.42 -2.72 1.97
C -1.2199 6.3597 -1.9540 1.95 0.41 -1.16
H -1.3719 5.1297 1.2580 -0.62 0.98 -1.51
H -0.4769 3.7917 -2.1590 -0.50 1.00 0.89
H -1.9029 3.2307 -1.2570 1.31 1.85 0.71
H -0.1879 3.8017 -0.3790 -2.19 -1.04 -1.81
H -2.0879 6.9857 -1.9520 -1.24 -0.18 -0.70
H -0.9569 5.7657 -2.9930 -0.67 2.12 2.71
H -0.5039 7.1817 -1.5980 -0.04 -1.14 -1.25
C -1.5019 -4.6113 2.0120 5.81 4.46 -8.09
O -1.1109 -5.0453 0.8680 -2.30 -0.53 3.33
N -1.1079 -3.2723 2.1870 -0.31 -0.40 -0.16
C -1.5729 -2.5863 3.3680 0.39 2.72 -2.25
C -0.5849 -2.4143 1.0870 0.56 1.49 -0.75
H -1.8039 -5.1343 2.8090 -1.66 -2.04 2.99
H -2.6129 -2.4313 3.3060 -1.40 0.73 0.06
H -1.0409 -1.6693 3.7130 -0.23 -0.30 -1.25
H -1.3969 -3.1543 4.1470 0.59 -3.36 4.04
H 0.1321 -2.7893 0.3140 -0.15 -0.67 1.51
H -0.1379 -1.4323 1.4810 -0.56 -1.69 -0.05
H -1.3219 -2.0263 0.3660 -0.67 -0.28 0.73
C -4.7519 -2.0903 0.9230 -14.12 1.31 -4.45
O -5.7589 -2.8893 0.7750 2.77 2.19 0.96
N -4.7739 -0.8323 0.5320 1.09 2.73 -0.36
C -3.4979 0.0467 0.6840 0.90 -2.42 -0.53
C -6.0149 -0.2213 0.0650 -1.28 -4.79 -3.20
H -3.9489 -2.4253 1.0960 11.57 -4.69 3.32
H -3.5829 1.0867 0.9490 -1.16 0.32 0.21
H -2.9009 0.0987 -0.3200 -0.80 -0.49 2.03
H -2.9119 -0.4173 1.5810 -0.68 0.67 -2.04
H -6.1409 0.5547 0.6390 -1.56 4.09 3.56
H -6.9329 -0.9793 -0.0130 2.30 1.51 0.97
H -6.0669 0.2217 -0.9310 1.13 -0.35 -0.46
C 6.6971 -0.2473 -2.8570 5.22 1.56 -0.42
O 7.9551 -0.2453 -3.2080 -4.78 -0.45 1.24
N 6.2851 0.3457 -1.7070 -1.95 -1.97 0.16
C 4.7721 0.3027 -1.4820 -2.30 2.89 -0.75
C 7.2191 0.8817 -0.6920 -2.58 -2.23 2.53
H 5.8991 -0.5833 -3.5310 0.11 -0.15 0.21
H 4.1931 1.0197 -2.2630 1.65 -1.68 1.16
H 4.3761 0.9587 -0.5760 1.33 -2.04 -1.29
H 4.2011 -0.6863 -1.6280 1.42 1.28 0.75
H 7.5801 1.7087 -1.1220 2.43 2.91 -1.44
H 7.9581 0.2607 -0.0820 -0.85 0.21 -1.75
H 6.5641 1.2887 0.1060 0.14 -0.28 -0.39
```
Positions in Å, forces in eV/Å.

---

[3]
A molecular structure, C25H40BrCl3EuN3O3Si in a non-equilibrium geometry, computed with wB97M-V/def2-TZVPD.

The charge is -1. The calculation puts the gap between HOMO and LUMO (alpha / beta) at 5.10 / 7.24 eV. The spin multiplicity is 8.

```
77
Properties=species:S:1:pos:R:3:forces:R:3
C 4.4941 -1.8278 -2.6669 0.83 0.06 0.44
C 3.8079 -0.6489 -2.0484 -0.13 2.41 -0.26
H 5.5772 -1.5827 -2.4970 -0.62 -0.70 -0.48
H 4.2972 -2.0570 -3.7172 0.05 0.47 0.02
H 4.2394 -2.7462 -2.1318 0.14 0.11 0.08
C 3.9162 0.6206 -2.5478 -0.27 -0.85 1.85
C 4.4568 0.9949 -3.8722 0.52 0.00 -1.02
H 3.6080 1.4849 -1.9143 0.02 -1.02 -0.63
H 3.8357 0.6152 -4.7034 0.01 -0.05 0.30
H 5.4532 0.5192 -4.0459 -0.38 0.76 0.01
H 4.4392 2.1040 -4.0041 0.56 -0.85 0.12
Eu -2.3163 0.2193 1.3714 1.18 0.94 0.26
Cl -0.4345 -1.5157 2.3357 0.13 -0.37 0.67
Cl -4.0976 -0.5323 -0.2238 -1.85 -0.63 -1.19
H -6.4988 -2.4512 4.2858 0.38 0.12 -0.14
H -4.7863 -4.6249 4.5647 0.19 0.35 -0.30
C -6.0271 -2.4156 3.2877 -0.15 -0.19 -0.05
C -4.4533 -4.3169 3.5529 -0.03 -0.11 0.12
N -4.6465 -2.8937 3.3140 -0.10 -0.07 0.28
H -6.0525 -1.3872 2.9002 0.02 -0.52 0.05
C -3.6186 -2.0315 3.1906 -0.64 1.10 0.09
O -3.8051 -0.8018 3.0419 0.22 -1.57 0.69
H -3.3870 -4.5756 3.4448 -0.50 0.08 -0.09
H -2.5923 -2.4439 3.2378 -0.35 -0.02 -0.14
H -6.6237 -3.1056 2.6675 0.26 0.42 -0.05
H -5.0815 -4.8935 2.8515 0.47 0.19 0.06
H -1.2430 1.1583 -3.5110 0.12 -0.33 0.07
H 0.7962 2.5488 -3.4499 -0.18 0.46 0.29
C -1.7804 1.9061 -2.9429 0.95 0.52 0.10
C 0.2284 3.3347 -2.9078 0.18 0.00 -0.35
N -0.8226 2.6843 -2.1391 -0.27 0.61 0.41
H -2.5294 1.4467 -2.3397 -0.33 -0.34 0.59
C -1.0357 3.0073 -0.8475 -1.29 -0.94 0.81
O -1.8751 2.4716 -0.0888 0.92 1.31 -1.08
H 0.9474 3.9273 -2.2958 -0.71 -0.54 -0.21
H -0.4049 3.8292 -0.4555 0.01 -0.33 -0.32
H -2.2335 2.5812 -3.6538 -0.30 0.39 -0.30
H -0.2307 4.0014 -3.6637 0.28 -0.18 0.24
O 1.7273 -1.2789 -1.8093 0.39 1.04 0.65
C 2.8078 -0.9710 -0.9195 -1.08 0.09 -1.64
C 1.8560 1.2816 -0.5162 0.28 1.43 1.59
C 2.4234 0.1381 0.0094 0.11 -0.87 -0.10
H 1.5163 1.2636 -1.5523 0.20 0.34 0.47
C 1.8076 2.4077 0.3518 0.64 -1.65 0.14
H 3.1857 -1.8471 -0.3654 -0.41 0.05 0.02
C 2.5603 -0.0417 1.3728 0.39 -0.19 0.73
H 1.5981 3.3227 -0.1259 -0.34 1.21 -0.02
C 2.1536 2.3220 1.7298 -0.12 -0.68 -0.16
C 2.4178 1.0532 2.2708 0.24 -1.21 -0.31
H 2.7847 -1.1101 1.6762 -0.18 1.61 0.11
H 2.2117 3.1873 2.4109 -0.25 -0.31 -0.70
H 2.5591 0.8159 3.3566 -0.18 0.70 -1.06
Si 0.2626 -2.0380 -2.2925 1.66 -0.79 0.74
Cl -0.7664 -0.0987 -0.7778 0.68 -0.74 -0.95
C -1.4913 -1.9450 -3.1651 0.95 -0.03 0.92
C 0.3000 -3.2663 -0.8506 -0.87 -0.08 -0.41
C 1.4499 -2.6489 -3.7111 -1.00 -0.77 -0.98
H -2.2535 -1.6846 -2.4369 -0.08 0.15 0.06
H -1.7131 -2.9458 -3.5399 0.19 -0.14 -0.14
H -1.5234 -1.2533 -3.9947 0.01 0.25 -0.29
H 1.9599 -1.7791 -4.2133 -0.31 -0.90 0.67
H 0.8237 -3.1332 -4.4899 0.50 -0.14 0.01
H 2.1780 -3.4150 -3.2919 -0.76 1.10 -0.58
H 1.2297 -3.0687 -0.2941 -0.47 -0.30 -0.15
H 0.2364 -4.3019 -1.1965 0.20 -0.10 0.08
H -0.5612 -3.0897 -0.2010 0.20 -0.02 0.16
Br 0.5419 5.6247 3.0436 -0.61 -0.85 0.48
C -0.2227 3.9309 3.6791 0.37 0.87 0.36
C 0.1735 3.4231 4.9280 -0.71 -0.42 -1.92
C -0.2164 2.1274 5.2194 -0.62 -0.40 -0.32
C -0.9829 1.4277 4.2762 -0.23 0.54 -0.79
N -1.4218 1.9828 3.1127 0.17 0.27 1.52
C -1.1022 3.2556 2.8479 0.22 -0.24 -0.18
H 0.7758 4.0099 5.5608 0.67 0.50 0.71
H 0.0340 1.6409 6.1569 0.07 0.13 -0.13
H -1.2947 0.3913 4.4212 0.28 0.26 0.02
H -1.5457 3.7079 1.9419 0.52 -0.40 0.50
```
Positions in Å, forces in eV/Å.